Record 1
The following is a DFT calculation (wB97M-V/def2-TZVPD) of an isolated molecule of C11H15N at a distorted geometry.

Each line ends with the natural charge from an NBO analysis.
Cartesian coordinates (Å):
C -3.0799 -1.2846 -0.0221  -0.611
C -1.6999 -0.5690 0.2266  -0.046
C -0.5676 -1.5179 -0.2906  -0.434
C 0.7327 -0.9320 -0.0880  -0.047
C 1.8877 -1.7274 0.1228  -0.196
C 3.1797 -1.0945 0.1632  -0.213
C 3.3887 0.2334 -0.2149  -0.216
C 2.1979 1.0590 -0.3661  -0.196
C 0.9398 0.4619 -0.2858  -0.031
C -0.2871 1.4175 -0.4622  -0.071
C -0.4751 2.4107 0.6574  -0.632
H -3.2043 -1.5331 -1.0788  0.226
H -2.8969 -2.2221 0.5584  0.208
H -3.8588 -0.4869 0.4814  0.208
H -1.5001 -0.3543 1.2532  0.176
H -0.7552 -2.5227 0.2393  0.215
H -0.7129 -1.7733 -1.4603  0.232
H 1.7910 -2.7890 0.6590  0.218
H 4.0927 -1.6834 0.3447  0.211
H 4.3832 0.5509 -0.2560  0.214
H 2.1876 2.1955 -0.4286  0.215
H -0.1125 1.9877 -1.3907  0.201
H -1.3527 3.0427 0.4481  0.205
H 0.3127 3.1901 0.5563  0.220
H -0.6516 1.8984 1.6248  0.215
H -2.3166 1.3764 -0.2724  0.343
N -1.6224 0.6661 -0.7190  -0.616

As for the SMILES: C[C@@H]1N[C@@H](C)Cc2ccccc21. The HOMO energy is -8.814 eV. The calculation puts the HOMO-LUMO gap at 9.8 eV. The value obtained for the energy above the lowest of the compared OMol25 structures with the same formula, charge and spin is 50.1 kcal per mole. The value obtained for the total energy is -482.835270 Ha. As for the spin multiplicity: 1.

***

Record 2
The following is a DFT calculation (wB97M-V/def2-TZVPD) of H2LiO as an isolated structure.

Each line ends with the natural charge from an NBO analysis.
Cartesian coordinates (Å):
O 0.0808 0.4992 0.1851  -0.993
H 0.8925 0.5994 -0.3619  0.491
H 0.3506 0.7912 1.0852  0.505
Li -1.3239 -1.8898 -0.9084  0.997

The HOMO energy is -16.279 eV. The charge is +1. The calculation puts the HOMO-LUMO gap at 10.8 eV. The value obtained for the energy above the lowest of the compared OMol25 structures with the same formula, charge and spin is 19.3 kcal per mole. The value obtained for the total energy is -83.733165 Ha. As for the spin multiplicity: 1.

***

Record 3
The following is a DFT calculation (wB97M-V/def2-TZVPD) of a 5-piece molecular cluster, C25H41F4N7O4PS overall at a distorted geometry.

Each line ends with the Löwdin charge.
Cartesian coordinates (Å):
N 4.8909 3.2093 0.8411  -0.241
P 4.4356 2.9355 2.2940  0.793
C 3.3724 1.3996 2.4533  -0.177
C 3.9919 0.1747 2.7142  -0.099
C 5.4907 -0.0495 2.8241  -0.089
C 6.0010 -0.8830 1.6232  -0.043
C 6.1201 -0.1307 0.3286  -0.637
F 6.9644 0.9075 0.4221  0.137
F 6.6406 -0.9618 -0.5989  0.139
F 4.9431 0.2911 -0.1436  0.146
C 3.1862 -0.9528 2.8786  -0.169
O 3.6985 -2.1653 3.1509  0.115
C 1.7982 -0.8363 2.7246  -0.184
O 1.0547 -1.9583 2.8413  0.073
C 1.2354 0.4035 2.4636  -0.087
S -0.5651 0.4318 2.3269  0.659
O -0.8181 0.2430 0.9484  -0.199
O -1.1430 -0.4564 3.2542  -0.183
F -0.9532 1.8489 2.7729  -0.096
N 2.0337 1.4907 2.3142  0.019
C 1.4199 2.8091 1.9743  -0.225
N 1.1448 3.5799 3.1750  0.052
H 5.8973 3.2390 0.7392  -0.011
H 5.4761 2.7970 3.2270  0.028
H 3.5992 3.9324 2.8166  0.001
H 6.0532 0.8639 2.9388  0.087
H 5.6333 -0.6972 3.6822  0.125
H 5.3617 -1.7409 1.4562  0.129
H 6.9974 -1.2455 1.8593  0.144
H 3.9093 -2.2665 4.0885  0.158
H 0.8986 -2.3138 1.9465  0.097
H 0.5252 2.6630 1.3881  0.086
H 2.0860 3.3570 1.3141  0.110
H 0.2425 4.0257 3.0515  0.090
H 1.7983 4.3501 3.2404  0.054
C -2.8862 0.8730 -1.9541  -0.117
C -2.4784 1.7105 -3.1583  -0.255
C -0.9576 1.8064 -3.3282  -0.176
C -0.3508 2.4276 -2.1517  -0.214
N 0.1169 2.8923 -1.2175  0.157
H -2.5320 1.3134 -1.0210  0.057
H -3.9659 0.8055 -1.8882  0.035
H -2.4852 -0.1421 -2.0293  0.067
H -2.9001 2.7134 -3.0571  0.100
H -2.9005 1.2725 -4.0638  0.103
H -0.7063 2.3999 -4.2078  0.126
H -0.5357 0.8130 -3.4645  0.076
C -1.2093 -4.0482 -2.5946  -0.119
C 0.1753 -3.6002 -3.0467  -0.263
C 0.2946 -2.0768 -3.1732  -0.184
C -0.6551 -1.5583 -4.1604  -0.249
N -1.4021 -1.1676 -4.9351  0.178
H -1.9752 -3.7675 -3.3192  0.072
H -1.2423 -5.1324 -2.4883  0.072
H -1.4681 -3.6064 -1.6312  0.051
H 0.4110 -4.0640 -4.0062  0.113
H 0.9204 -3.9495 -2.3299  0.093
H 1.3021 -1.7979 -3.4844  0.120
H 0.0911 -1.5995 -2.2116  0.112
C -1.8525 -4.7972 3.5866  -0.101
C -1.4160 -6.0417 2.8207  -0.250
C -0.0069 -5.9114 2.2274  -0.168
C 0.0589 -4.7964 1.2835  -0.192
N 0.1098 -3.9212 0.5473  0.181
H -1.9061 -3.9230 2.9353  0.069
H -2.8424 -4.9431 4.0161  0.077
H -1.1610 -4.5739 4.4016  0.078
H -2.1302 -6.2438 2.0210  0.115
H -1.4323 -6.9034 3.4887  0.112
H 0.2745 -6.8236 1.7007  0.124
H 0.7264 -5.7388 3.0167  0.124
C -5.8320 5.8281 -3.0394  -0.109
C -6.1225 4.6703 -3.9876  -0.260
C -6.8781 3.5199 -3.3113  -0.181
C -6.1006 2.9613 -2.2033  -0.217
N -5.4935 2.5263 -1.3369  0.167
H -5.1872 5.5171 -2.2160  0.069
H -5.3226 6.6340 -3.5671  0.073
H -6.7541 6.2315 -2.6176  0.078
H -5.1831 4.2958 -4.3993  0.105
H -6.7177 5.0313 -4.8273  0.109
H -7.0770 2.7224 -4.0276  0.119
H -7.8355 3.8678 -2.9212  0.122

The HOMO energy is -12.316 eV. The charge is +1. The calculation puts the HOMO-LUMO gap at 7.9 eV. The value obtained for the total energy is -2800.155899 Ha. As for the spin multiplicity: 1.

***

Record 4
The following is a DFT calculation (wB97M-V/def2-TZVPD) of C9H24O2PSYb as an isolated structure at a distorted geometry.

Each line ends with the natural charge from an NBO analysis.
Cartesian coordinates (Å):
C 1.0378 2.8149 0.8745  -0.551
C 0.4949 2.3852 -0.6077  -0.223
C -1.1698 2.5245 -0.6628  -0.687
C 1.0583 0.9683 -1.1920  -0.756
P 0.8015 -0.5566 -0.0777  0.855
C -0.8388 -1.0738 -0.9337  -0.724
C -1.7207 -2.0096 0.1185  -0.217
C -2.3493 -1.1330 1.3786  -0.651
C -3.0535 -2.5814 -0.7149  -0.633
C 2.5155 -0.3270 0.7496  -0.929
S 3.6356 -1.7829 0.2399  1.768
O 4.7082 -1.3234 -0.7920  -0.911
O 4.3697 -2.3782 1.4852  -0.912
H 1.1687 1.9417 1.6405  0.308
H 0.2018 3.5296 1.3394  -0.056
H 2.0256 3.4641 0.8719  0.294
H 0.8795 3.2306 -1.3585  0.246
H -1.6928 2.1447 0.3126  0.122
H -1.3677 3.6747 -0.8622  0.137
H -1.5377 1.9698 -1.6489  0.358
H 2.1894 1.1397 -1.5302  0.266
H 0.4731 0.7546 -2.2090  0.239
H 1.4921 -1.3415 -1.1112  -0.163
H 0.6380 -1.7446 0.7723  -0.145
H 0.0977 0.1772 0.9476  -0.227
H -1.5321 -0.1798 -1.2299  0.151
H -0.6205 -1.7526 -1.8910  0.241
H -1.1425 -2.9717 0.4662  0.235
H -3.0393 -1.8312 2.0471  0.231
H -3.0279 -0.2634 0.9812  0.167
H -1.5404 -0.6909 2.1000  0.211
H -3.1578 -1.9058 -1.6672  0.204
H -3.9910 -2.4575 -0.0170  0.210
H -2.8378 -3.7018 -1.0174  0.230
H 2.4501 -0.3479 1.9188  0.251
H 3.0195 0.7114 0.4514  0.229
H 2.8534 -2.8433 -0.3098  0.084
Yb -1.4910 3.7669 1.1379  1.746

The HOMO energy is -10.222 eV. The charge is +1. The calculation puts the HOMO-LUMO gap at 3.4 eV. The value obtained for the total energy is -2405.214963 Ha. As for the spin multiplicity: 1.

***

Record 5
The following is a DFT calculation (wB97M-V/def2-TZVPD) of a 19-piece molecular cluster, H38O19 overall at a distorted geometry.

Each line ends with the natural charge from an NBO analysis.
Cartesian coordinates (Å):
O 3.2140 -1.6340 -2.0921  -0.917
H 2.6282 -2.1674 -1.5620  0.435
H 2.7065 -1.1994 -2.7138  0.477
O 1.4703 -3.2888 0.1324  -0.932
H 1.9181 -3.0418 -0.6929  0.441
H 1.6510 -2.4540 0.6038  0.491
O -0.3618 2.3129 2.1201  -0.985
H -0.0509 2.5484 1.2365  0.490
H -0.3930 3.1093 2.6549  0.494
O -0.6307 3.4652 -3.2128  -0.987
H -1.0101 4.0519 -2.5529  0.507
H -1.1168 3.4600 -4.0303  0.489
O 1.9979 2.7191 -2.7033  -0.994
H 2.8658 2.7666 -3.1033  0.498
H 1.3749 3.3521 -3.0048  0.509
O 1.4404 1.3710 4.2182  -0.953
H 0.6477 0.8485 4.4140  0.480
H 1.2662 1.5657 3.2917  0.477
O -1.7361 -3.3146 2.5327  -0.958
H -2.1854 -3.8189 1.8590  0.475
H -1.3408 -3.8891 3.1906  0.484
O 2.3673 -0.7663 2.6021  -1.006
H 2.5193 0.1407 3.0111  0.530
H 2.3819 -1.3204 3.3909  0.491
O -1.4033 -3.8811 -1.1902  -0.940
H -1.8651 -3.8419 -0.3398  0.452
H -0.5655 -3.5939 -0.7749  0.484
O 0.6618 -1.9296 -2.5085  -1.005
H 0.3924 -2.1553 -1.6241  0.468
H 0.3600 -1.0264 -2.7111  0.507
O -3.1417 2.8887 -1.4335  -0.947
H -3.7736 2.6321 -2.1175  0.466
H -3.6290 2.5369 -0.6747  0.481
O 1.0373 -0.5447 0.4459  -0.999
H 0.2428 -0.2521 0.8986  0.475
H 1.7073 -0.7316 1.1650  0.488
O -1.6097 -2.3497 -3.4268  -0.964
H -1.2382 -1.8569 -4.1528  0.470
H -1.1436 -3.1554 -3.2686  0.497
O 3.0747 1.5369 1.8354  -0.954
H 2.2113 1.8403 1.5449  0.481
H 3.3655 0.7516 1.3956  0.490
O -1.1772 -1.0270 3.9021  -0.944
H -1.4687 -1.7888 4.4160  0.466
H -1.7573 -1.1579 3.1424  0.479
O -2.7715 1.3221 2.6651  -0.952
H -2.7975 0.5785 3.2672  0.468
H -2.1628 1.1215 1.9523  0.481
O 0.8046 3.5586 -0.3572  -0.964
H 0.2401 2.8528 -0.7213  0.466
H 1.5959 3.1619 -0.7986  0.500
O -2.8761 -0.9828 -0.8582  -0.964
H -3.5597 -1.6387 -0.6778  0.459
H -2.3029 -1.5066 -1.4404  0.500
O -0.0531 0.6419 -2.4617  -0.978
H 0.5255 1.3943 -2.6312  0.505
H -0.9629 0.9086 -2.6247  0.490

The HOMO energy is -9.762 eV. The calculation puts the HOMO-LUMO gap at 9.6 eV. The value obtained for the energy above the lowest of the compared OMol25 structures with the same formula, charge and spin is 95.7 kcal per mole. The value obtained for the total energy is -1452.287251 Ha. As for the spin multiplicity: 1.

***

Record 6
The following is a DFT calculation (wB97M-V/def2-TZVPD) of CH4IOP as an isolated structure at a distorted geometry.

Each line ends with the natural charge from an NBO analysis.
Cartesian coordinates (Å):
C 0.2758 1.9652 -0.0094  -0.032
O -0.2011 0.7892 -0.2143  -0.700
P 0.2605 -0.7191 -0.2813  0.608
I 2.6673 -0.5982 0.1061  -0.210
H 1.3224 2.1159 0.2020  0.167
H -2.0090 -3.1770 -0.2403  -0.002
H -0.4156 2.7844 -0.0943  0.167
H -1.9002 -3.1604 0.5314  0.002

The HOMO energy (alpha / beta) is -7.992 / -7.756 eV. The calculation puts the HOMO-LUMO gap (alpha / beta) at 7.3 / 7.9 eV. The value obtained for the energy above the lowest of the compared OMol25 structures with the same formula, charge and spin is 62.0 kcal per mole. The value obtained for the total energy is -754.683576 Ha. As for the spin multiplicity: 1.

***

Copy entry 6 word for word.
The following is a DFT calculation (wB97M-V/def2-TZVPD) of CH4IOP as an isolated structure at a distorted geometry.

Each line ends with the natural charge from an NBO analysis.
Cartesian coordinates (Å):
C 0.2758 1.9652 -0.0094  -0.032
O -0.2011 0.7892 -0.2143  -0.700
P 0.2605 -0.7191 -0.2813  0.608
I 2.6673 -0.5982 0.1061  -0.210
H 1.3224 2.1159 0.2020  0.167
H -2.0090 -3.1770 -0.2403  -0.002
H -0.4156 2.7844 -0.0943  0.167
H -1.9002 -3.1604 0.5314  0.002

The HOMO energy (alpha / beta) is -7.992 / -7.756 eV. The calculation puts the HOMO-LUMO gap (alpha / beta) at 7.3 / 7.9 eV. The value obtained for the energy above the lowest of the compared OMol25 structures with the same formula, charge and spin is 62.0 kcal per mole. The value obtained for the total energy is -754.683576 Ha. As for the spin multiplicity: 1.